{
  "formula": "C3H7Cl3O",
  "method": "ωB97M-V/def2-TZVPD",
  "smiles": "CCC(Cl)(Cl)Cl.O",
  "max_force_ha_per_bohr": 0.0501,
  "energy_ev": -42838.264,
  "gap_ev": 10.90,
  "species": ["C", "C", "C", "Cl", "Cl", "Cl", "H", "H", "H", "H", "H", "O", "H", "H"],
  "xyz": [[0.00000, 0.00000, 0.00000], [-0.85170, -1.21733, -0.37112], [-1.60358, -1.69416, 0.88124], [-2.70348, -3.09880, 0.32975], [-0.55209, -2.23563, 2.23863], [-2.61311, -0.38521, 1.46615], [-0.53994, 0.77616, 0.56802], [0.34606, 0.43725, -0.95166], [0.88144, -0.31414, 0.58395], [-1.56846, -0.96536, -1.17624], [-0.22511, -2.05686, -0.72892], [-3.11632, -2.14269, 3.18280], [-2.53679, -1.36201, 3.33425], [-3.59174, -1.93996, 2.34546]],
  "forces_ev_per_a": [[0.70, 0.10, -0.60], [0.29, 0.01, 0.64], [-0.28, -1.22, -0.87], [0.80, 0.83, 0.42], [0.36, 0.07, -1.24], [0.00, 1.98, -1.64], [0.18, -0.45, -0.39], [0.05, 0.02, 0.49], [-0.35, 0.21, -0.24], [0.13, -0.23, 0.65], [-0.29, 0.43, 0.20], [-0.79, -0.13, 0.83], [-1.06, -1.15, 0.18], [0.24, -0.49, 1.57]],
  "mulliken_charge": [-1.099, -0.650, 0.454, -0.150, -0.092, -0.244, 0.353, 0.319, 0.330, 0.339, 0.352, -0.615, 0.370, 0.334]
}